# 1
Molecular formula: C18H12BBr4N8O2Pb
Method: DFT, wB97M-V/def2-TZVPD

The geometry in XYZ format:
```
46
Properties=species:S:1:pos:R:3
Pb 1.22725 -0.21773 1.93777
C 1.28379 -2.08917 -2.16526
C 1.86710 -1.75816 -0.94832
N 0.93234 -1.41721 -0.06817
N -0.26532 -1.47802 -0.69886
C -0.06789 -1.89535 -1.96348
B -1.62025 -1.05391 -0.01702
N -1.54946 0.47976 0.33438
C -2.28428 1.48357 -0.18028
C -1.84379 2.67899 0.35106
C -0.80706 2.31876 1.20317
N -0.65273 0.99933 1.20713
N -1.74031 -1.84069 1.32462
C -2.64421 -2.70312 1.83534
C -2.23155 -3.09428 3.08946
C -1.03183 -2.40990 3.28382
N -0.75070 -1.66653 2.22463
N -2.77190 -1.29017 -1.00071
C -3.90297 -2.04616 -0.97400
C -4.57718 -1.86687 -2.15158
C -3.77641 -0.96242 -2.87007
N -2.70569 -0.62283 -2.18281
H 1.77090 -2.41519 -3.06681
H 2.90896 -1.76956 -0.66895
H -0.88231 -2.01570 -2.64996
H -3.05908 1.30285 -0.89864
H -2.21756 3.66539 0.14207
H -0.18542 2.94799 1.82064
H -3.53004 -3.01283 1.32119
H -2.72357 -3.77276 3.76356
H -0.36782 -2.42325 4.13442
H -4.19161 -2.66910 -0.15257
H -5.50694 -2.31982 -2.44896
H -3.94638 -0.55464 -3.85390
Br 7.02023 4.54779 0.10891
C 5.45291 3.50982 0.12753
C 4.57910 3.53011 -0.99842
Br 4.99802 4.59145 -2.49037
C 3.43002 2.77505 -0.99619
Br 2.23334 2.75904 -2.45532
C 3.06406 1.95332 0.10725
O 2.00339 1.26673 0.08949
C 3.96861 1.92988 1.27793
O 3.67694 1.22078 2.26079
C 5.15087 2.73600 1.21981
Br 6.26640 2.66875 2.73570
```

Computed properties:
Multiplicity = 2
Expectation value of S² = 0.77

# 2
Molecular formula: C3H8NO2S
Method: DFT, wB97M-V/def2-TZVPD

The geometry in XYZ format:
```
15
Properties=species:S:1:pos:R:3
O 1.69318 -0.05419 1.23819
C 1.56124 0.12900 0.09441
O 2.02079 0.90452 -0.76343
N 0.59686 -0.94089 -0.52517
C -0.57889 -0.96389 0.40861
C -1.25789 0.39019 0.50543
S -1.42981 1.10066 -1.07065
H 2.64439 1.53781 -0.43786
H 1.04798 -1.82435 -0.44092
H 0.32539 -0.56820 -1.48380
H -0.05174 -0.99494 1.34233
H -1.15142 -1.76698 0.00292
H -2.21622 0.26878 0.96597
H -0.53005 0.97069 1.22270
H -2.67382 1.81177 -1.05873
```

Computed properties:
Relative energy (zero: lowest compared OMol25 entry of this formula, charge and spin) = 168.6 kJ/mol
Charge = +1
Multiplicity = 1

# 3
Molecular formula: BH28O12
Method: DFT, wB97M-V/def2-TZVPD

The geometry in XYZ format:
```
41
Properties=species:S:1:pos:R:3
B -0.05638 -0.45834 0.14806
H 0.31430 -0.16578 -0.90864
H -0.89463 -1.42016 -0.03739
H 0.80878 -0.84822 0.93905
H -0.72494 0.51446 0.50058
O 2.60988 -2.54904 -1.13564
H 2.17510 -3.05666 -1.63416
H 1.89827 -2.19411 -0.42974
O -1.55902 -4.40069 -0.38828
H -1.58952 -3.56897 -0.93342
H -1.18255 -5.25616 -0.86188
O 0.01137 -3.33925 2.76386
H 0.58107 -3.83572 2.12689
H -0.41860 -2.87402 1.98265
O 0.60388 3.20456 0.80738
H -0.23225 2.75126 0.45751
H 1.09342 2.50965 1.37883
O -2.03480 -0.23636 -3.25007
H -2.67980 0.04480 -3.80989
H -1.57900 0.45383 -2.92798
O 3.77742 0.11242 -0.65590
H 3.14300 0.64292 -0.87438
H 3.46604 -0.83528 -0.71521
O -3.48280 0.01199 0.35923
H -2.88380 -0.53093 -0.13449
H -2.96140 0.80946 0.41580
O -0.62858 -0.31108 3.12205
H -0.54438 -0.15800 2.19334
H 0.35315 -0.24360 3.56644
O 1.84888 1.74700 2.06739
H 2.04062 1.17602 2.71600
H 1.72742 1.26811 1.34824
O 2.27040 2.42888 -1.54256
H 1.58018 1.90840 -1.84443
H 1.84189 3.04632 -0.97297
O -2.22399 2.61400 0.32722
H -2.10523 3.41813 -0.15961
H -2.64617 3.07378 1.22196
O -0.49309 1.71256 -2.07489
H -0.33279 0.86624 -1.86275
H -0.89137 1.96759 -1.28819
```

Computed properties:
Relative energy (zero: lowest compared OMol25 entry of this formula, charge and spin) = 498.0 kJ/mol
Charge = -1
Multiplicity = 1

| no. | total energy (a.u.) | molecular weight (g mol⁻¹) |
| --- | --- | --- |
| 1 | -11795.525423 | 909.98 |
| 2 | -722.237088 | 122.17 |
| 3 | -944.383169 | 231.02 |